## one
Density functional theory data (wB97M-V/def2-TZVPD) for a 2-piece molecular cluster, C3H11N3O overall.

```
! wB97M-V def2-TZVPD RIJCOSX def2/J DEFGRID3
* xyz 0 1
C 0.81 0.33 0.31
C 0.07 -0.06 -0.93
C -1.43 -0.16 1.35
N 2.08 -0.25 0.47
N 0.22 -1.44 -1.26
N -1.35 0.32 -0.58
O 0.74 1.76 0.48
H 1.51 2.17 0.05
H 0.33 0.56 -1.80
H 2.46 -0.07 1.40
H 2.79 0.01 -0.23
H 0.32 -2.02 -0.44
H -0.50 -1.80 -1.87
H -2.05 -0.02 -1.25
H -1.42 1.33 -0.51
H -2.51 -0.18 1.27
H -1.00 -1.13 1.56
H -1.06 0.64 1.98
*
```

Properties
**HOMO energy (spin up / spin down)**: -5.94 / -5.91 eV
**Frontier orbital gap (spin up / spin down)**: 6.724 / 6.687 eV
**Molecular weight**: 105.14 g/mol


## two
Density functional theory data (wB97M-V/def2-TZVPD) for a 2-piece molecular cluster, C3H11N3O overall.

```
! wB97M-V def2-TZVPD RIJCOSX def2/J DEFGRID3
* xyz 0 1
C -2.13 1.45 -0.04
C -0.36 -0.83 0.19
O -1.02 0.93 -0.70
N -0.67 -0.97 1.42
H -1.50 -1.55 1.54
H -0.68 -1.42 -0.67
H -3.06 1.30 -0.62
H -2.03 2.53 0.14
H -2.29 0.97 0.94
C 1.65 -0.53 -1.28
N 0.95 -0.10 -0.06
N 1.82 0.02 1.07
H 0.45 0.88 -0.27
H 2.25 -0.90 1.21
H 1.19 0.12 1.87
H 1.98 -1.57 -1.17
H 2.51 0.12 -1.45
H 0.95 -0.45 -2.11
*
```

Properties
**HOMO energy**: -8.22 eV
**Frontier orbital gap**: 8.975 eV
**Molecular weight**: 105.14 g/mol


Result of the stability comparison: one is the least stable of them.


## one
Density functional theory data (wB97M-V/def2-TZVPD) for a 2-piece molecular cluster, C3H11N3O overall.

```
! wB97M-V def2-TZVPD RIJCOSX def2/J DEFGRID3
* xyz 0 1
C -0.57 -0.76 0.17
C 1.11 0.91 0.51
C 2.45 0.28 0.19
N -1.30 -1.71 0.81
N -1.88 1.01 -0.69
N -0.30 -0.81 -1.15
O 0.17 -0.06 1.02
H -1.49 -1.53 1.78
H -2.09 -2.07 0.30
H -0.65 -1.65 -1.59
H -2.87 0.83 -0.85
H -1.84 1.96 -0.32
H -0.96 0.14 -1.44
H 1.19 1.64 1.31
H 0.67 1.40 -0.36
H 2.35 -0.44 -0.62
H 2.86 -0.22 1.06
H 3.15 1.06 -0.12
*
```

Properties
**HOMO energy**: -7.44 eV
**Frontier orbital gap**: 8.302 eV
**Molecular weight**: 105.14 g/mol


## two
Density functional theory data (wB97M-V/def2-TZVPD) for C3H11N3O as an isolated structure.

```
! wB97M-V def2-TZVPD RIJCOSX def2/J DEFGRID3
* xyz 0 1
C -0.69 1.16 1.72
N -1.68 0.00 -0.48
O -1.84 -0.01 0.91
H -2.39 0.62 -0.88
H -1.85 -0.94 -0.83
H 0.33 1.37 2.00
H -1.31 1.03 2.60
H -0.97 1.99 1.09
C 1.47 0.57 -1.10
C 1.01 -0.59 -0.26
N 0.83 -1.78 -0.94
N 0.89 -0.46 1.01
H 0.64 -1.73 -1.93
H 0.35 -2.52 -0.46
H 0.48 -1.27 1.47
H 0.73 0.78 -1.88
H 2.42 0.34 -1.57
H 1.58 1.45 -0.48
*
```

Properties
**HOMO energy**: -8.39 eV
**Frontier orbital gap**: 9.303 eV
**Molecular weight**: 105.14 g/mol


## three
Density functional theory data (wB97M-V/def2-TZVPD) for C3H11N3O as an isolated structure.

```
! wB97M-V def2-TZVPD RIJCOSX def2/J DEFGRID3
* xyz 0 1
C 0.76 -2.14 -1.33
N 0.37 0.13 -0.45
C 0.30 -1.21 -0.22
N 0.85 0.71 -1.64
O -0.10 -1.63 0.86
H -1.43 0.84 0.31
H 0.22 0.50 -2.41
H 1.77 0.35 -1.88
H 0.21 -1.95 -2.26
H 0.59 -3.17 -1.02
H 1.82 -2.00 -1.54
C -0.94 1.32 2.16
N -1.74 1.48 1.06
H -1.74 2.42 0.68
H 0.63 0.76 0.62
H -0.91 0.29 2.49
H 0.39 1.21 1.64
H -1.05 2.09 2.93
*
```

Properties
**HOMO energy**: -8.76 eV
**Frontier orbital gap**: 9.565 eV
**Molecular weight**: 105.14 g/mol


## four
Density functional theory data (wB97M-V/def2-TZVPD) for a 2-piece molecular cluster, C3H11N3O overall.

```
! wB97M-V def2-TZVPD RIJCOSX def2/J DEFGRID3
* xyz 0 1
C -2.30 1.29 0.43
N -1.46 0.58 -0.50
C -0.30 1.18 -1.05
O 0.22 2.20 -0.62
H -3.15 1.73 -0.11
H -2.67 0.57 1.17
H -1.75 2.07 0.96
H -1.88 -0.17 -1.03
H 0.10 0.58 -1.87
N 0.86 -2.14 -0.26
C 1.05 -1.04 0.65
N 2.38 -0.55 0.39
H 1.51 -2.87 0.03
H 1.20 -1.84 -1.17
H 0.98 -1.39 1.68
H 0.16 -0.28 0.58
H 2.36 0.05 -0.44
H 2.68 0.04 1.16
*
```

Properties
**HOMO energy**: -9.08 eV
**Frontier orbital gap**: 9.942 eV
**Molecular weight**: 105.14 g/mol


Result of the stability comparison: two is the least stable of them.